[1]
Density functional theory data (wB97M-V/def2-TZVPD) for a 9-piece molecular cluster, C44H63BrFNO21S overall in a non-equilibrium geometry.

Atoms and positions in Å:
Br 0.5514 -0.4452 -0.6110
S -4.2522 3.1906 0.4060
F 0.8980 3.7058 -0.1300
O 5.1487 1.9596 -4.3263
O -1.5281 1.2925 0.1635
O -7.6080 -2.1968 5.3446
O 8.4842 0.8708 -7.0732
O -5.5113 -0.7986 -0.1106
O -0.3258 1.5559 2.2125
O -3.0231 1.7974 -4.6392
O -3.8879 0.8305 -10.7830
O -4.9549 2.1216 -9.2564
O 3.7192 0.7089 2.5012
O -6.5955 0.4900 1.4065
O -0.5700 -3.3159 5.3016
O 0.5538 -1.6816 6.3994
O 6.3767 0.0977 9.1098
O 3.6954 3.6860 -4.5316
O -0.6859 -2.2761 -3.6293
O 5.5982 1.3545 3.5930
O 1.6201 0.2856 -3.0790
O 8.2815 0.9360 10.0062
O -5.7481 -1.5600 6.4758
O 7.3488 -0.7526 -8.1740
N -1.7600 3.1316 -1.2067
C -2.9115 3.1546 -0.5866
C -3.6887 0.3193 -8.4313
C -0.4502 -2.0852 5.8699
C -2.2537 2.0386 -3.6592
C 7.4746 0.4727 -7.5956
C -1.2604 1.6838 -1.2379
C 0.3232 1.4363 -1.3185
C 6.3286 1.7054 -3.5519
C -5.8145 -0.5595 1.0306
C 0.6972 -1.8977 -3.8326
C -2.7188 -2.3903 5.3507
C -0.8365 -3.2853 -2.6110
C 4.4794 0.9063 3.6123
C 1.1051 1.6043 -2.7171
C -1.7239 -1.3042 5.6946
C -6.6646 0.5410 2.8378
C -5.3601 -1.3304 2.2406
C -2.3909 -3.3568 -2.1334
C 3.7041 0.5299 4.8466
C 6.0607 -0.8563 -8.7914
C 5.6580 3.9290 -3.1447
C -4.9980 2.1842 -7.8254
C -8.9252 -2.6273 5.7125
C -4.6422 0.7939 -7.3559
C 0.8532 -0.3077 -4.1560
C -7.6683 -2.3732 7.6913
C -2.1789 1.0482 -2.3900
C 4.7142 3.2255 -4.0815
C -8.7820 -3.2093 7.0995
C 2.4108 0.2695 2.8940
C -0.3932 1.6915 0.9745
C 2.5840 -0.3118 4.2744
C -4.1720 1.0762 -9.6388
C -6.8686 -2.0024 6.4726
C 5.9520 -0.2898 7.7983
C 6.8117 0.5118 6.8481
C 6.8997 3.0679 -3.2381
C -6.3299 -0.8571 3.3028
C 0.7563 2.2862 -0.0353
C 7.6381 0.6055 9.0442
C -1.8514 -3.4235 4.6700
C 6.1982 1.2538 -7.7481
C 5.2001 0.1686 -8.0901
C 8.1098 0.6441 7.6158
H -3.5468 -2.0459 4.7292
H -9.5935 -1.7613 5.6916
H -5.9965 2.4823 -7.5007
H 7.0237 1.0948 -4.1313
H -2.6572 0.6096 -8.2180
H 1.7381 1.1290 2.8886
H 1.6696 -0.2875 4.8675
H 7.5217 3.4101 -4.0713
H -2.2413 -4.4347 4.7998
H 7.5115 3.0803 -2.3347
H 5.6742 -1.8693 -8.6663
H -3.1392 -2.8068 6.2712
H -0.2314 -3.0776 -1.6511
H 1.7896 1.9318 0.2910
H -4.2770 2.9343 -7.4871
H -3.0779 -2.9451 -2.9438
H -9.2831 -3.3673 4.9946
H -7.2268 -1.4789 3.2821
H -7.6665 0.8454 3.1462
H -0.5078 -4.3392 -2.9537
H -8.4607 -4.2535 7.0321
H -1.5960 -0.5943 4.8733
H -5.9432 1.2822 3.1958
H -1.7453 0.0269 -2.7209
H 6.3145 1.9716 -8.5636
H 8.7766 -0.2029 7.4379
H 5.9358 1.7627 -6.8206
H -0.2091 0.0911 -4.2680
H 5.2321 3.9223 -2.1383
H 1.2908 -2.1428 -2.8706
H -8.0480 -1.4616 8.1588
H 4.8905 -0.0677 7.6760
H 6.1683 -0.6480 -9.8601
H -5.4396 -2.4047 2.0737
H 4.3637 0.5173 -8.6981
H -5.5369 0.1626 -7.3543
H -3.7617 -0.7568 -8.5874
H -4.2157 0.7748 -6.3525
H 0.4751 2.0075 -3.5772
H -3.2603 0.8464 -2.0803
H 2.9100 -1.3542 4.2001
H 1.1183 -2.4782 -4.7216
H 6.3724 1.5027 6.6964
H -1.9961 -0.7855 6.6136
H -4.3296 -1.0509 2.4752
H -5.9228 -0.8885 4.3124
H -2.6394 -4.4563 -1.8755
H -1.5957 2.9769 -3.7790
H 5.8504 4.9495 -3.4748
H 4.3213 -0.0406 5.5394
H 1.4668 -0.2593 -5.1339
H 6.9261 0.0418 5.8700
H -7.0662 -2.9458 8.3964
H 6.1031 -1.3680 7.6872
H 4.7918 -0.2581 -7.1682
H 8.6138 1.5845 7.3942
H 2.0382 2.2808 -2.6485
H -9.7075 -3.1791 7.6766
H 6.0418 1.1566 -2.6499
H -1.7304 -3.2253 3.6005
H -2.5519 -2.7748 -1.1550
H 2.0428 -0.4724 2.1819
H 3.3281 1.4391 5.3222

- structure (SMILES) = CCOCCOC[C@@]1(Br)[C@@H](F)C(=O)O[C@@]1(CC=O)N=C=S.O=C1CCCO1.O=C1CCCO1.O=C1CCCO1.O=C1CCCO1.O=C1CCCO1.O=C1CCCO1.O=C1CCCO1.O=C1CCCO1
- spin multiplicity = 1
- HOMO (eV) = -9.9
- frontier orbital gap (eV) = 9.12


[2]
Density functional theory data (wB97M-V/def2-TZVPD) for one molecule with the formula C21H26ClN3OS.

Atoms and positions in Å:
Cl 5.1846 -4.7267 -0.4865
S 5.5265 -1.7727 -0.8223
O 5.8423 1.2468 0.2740
N -2.4717 -0.2864 -0.1270
N 0.0766 0.9728 -0.3161
N 3.7372 1.5469 -0.4803
C -4.0570 -1.9651 0.5985
C 3.7670 -2.7521 0.7934
C -5.2886 -2.5868 0.4608
C 4.7352 -3.1285 -0.0860
C -1.1161 1.7085 0.0692
C 3.8422 2.9894 -0.4356
C -2.3444 1.0765 -0.5883
C 3.6454 -1.3492 0.8730
C -6.1934 -2.1948 -0.5096
C 1.3999 3.0655 0.1681
C 2.4377 1.0790 -0.8841
C -3.7152 -0.9287 -0.2836
C 4.5076 -0.6815 0.0534
C 1.3545 1.5356 0.1159
C -3.1387 -2.3819 1.7092
C 2.8057 3.5376 0.5417
C 4.7598 0.7845 -0.0367
C -0.0668 -0.4066 0.1224
C -1.2966 -1.0339 -0.5246
C -4.6407 -0.5268 -1.2445
C -5.8691 -1.1511 -1.3564
H 2.9500 -0.8565 1.5285
H -5.5485 -3.3853 1.1418
H 3.1709 -3.4441 1.3585
H -2.5167 -3.2268 1.4111
H -3.7190 -2.6901 2.5765
H -6.5688 -0.8245 -2.1119
H 3.6662 3.3904 -1.4398
H -7.1480 -2.6921 -0.5947
H -2.4899 -1.5559 1.9891
H 1.1268 3.4671 -0.8098
H 0.6956 3.4441 0.9094
H 2.4528 -0.0041 -0.9849
H -1.0389 2.7367 -0.2813
H -2.2158 1.1365 -1.6819
H 0.8160 -0.9779 -0.1670
H 3.0511 3.1920 1.5481
H -4.3959 0.2778 -1.9211
H -3.2352 1.6374 -0.2987
H 2.1948 1.5092 -1.8622
H -1.2597 1.7102 1.1639
H 4.8557 3.2412 -0.1200
H -1.3921 -2.0732 -0.2144
H 1.6230 1.1598 1.1218
H -0.1717 -0.4618 1.2217
H -1.1688 -1.0079 -1.6202
H 2.8423 4.6275 0.5392

- structure (SMILES) = Cc1ccccc1N1CCN([C@@H]2CCCN(C(=O)c3ccc(Cl)s3)C2)CC1
- spin multiplicity = 1
- relative energy (zero: lowest compared OMol25 entry of this formula, charge and spin) (kcal/mol) = 0.0
- HOMO (eV) = -8.2
- frontier orbital gap (eV) = 8.80


[3]
Density functional theory data (wB97M-V/def2-TZVPD) for a 15-piece molecular cluster, C47H120N4O15 overall in a non-equilibrium geometry.

Atoms and positions in Å:
O 0.4303 1.0187 4.2404
O 2.1628 -3.9871 0.0200
O -3.3683 0.4067 -5.0627
O 2.2550 2.5332 -4.9042
O -4.4360 3.0041 -5.2293
O -6.2628 -1.5781 -0.8426
O -2.9558 2.4772 3.9593
O -4.0123 -2.0506 0.6839
O -1.4967 -0.9494 -3.5311
O -1.9512 6.0498 0.8622
O 0.0879 -0.0864 -1.4690
O 2.3196 -1.2296 -0.4448
O 4.1087 0.4172 -4.7698
O -2.8414 -0.3672 3.2890
O -5.8289 0.8694 0.7028
N 1.7508 1.2679 4.5071
N -0.8369 6.4752 0.1738
N -1.3783 -2.0035 -4.4189
N 2.5083 -4.0613 1.3391
C 0.2152 6.8714 1.1237
C -0.6654 -0.0746 -0.2709
C -0.0109 -0.6857 -5.8495
C -1.6266 5.3317 -1.7526
C -3.5137 -3.3356 0.8953
C -0.4917 -4.5121 -5.3823
C 1.9397 6.3076 -0.5681
C 4.8206 -3.5486 0.6717
C -4.6492 3.0364 -3.7931
C 0.5883 5.8689 2.2468
C -1.0464 -3.5598 -2.3854
C -3.2273 -2.9861 -3.2994
C 3.4832 -0.5403 -0.7725
C 3.2637 2.1848 6.2105
C -0.1255 -3.2010 -6.0826
C 3.9139 -4.6174 1.2963
C -4.7689 1.3908 -0.1088
C 2.5031 0.0457 4.2710
C -1.7714 -1.2611 3.5645
C -0.3241 8.0133 1.9232
C 3.3540 -5.6518 3.5577
C 2.4598 -0.2027 2.7682
C 1.9804 -5.0501 3.5569
C -2.5053 3.3496 2.9647
C 1.1606 -2.0894 -4.1688
C 3.9941 0.8930 6.1108
C 1.0218 -6.2034 1.4162
C 1.4435 7.3825 0.3858
C -1.8261 -4.3543 -4.7279
C 1.9177 -1.1848 5.0534
C 3.9351 0.3423 4.7202
C -0.4471 5.4077 -0.7689
C 4.4100 -0.0142 -6.0689
C 0.7644 5.9411 -1.4969
C -4.6591 -0.1732 -5.0440
C 0.9866 1.2265 6.9325
C -6.9604 -2.7708 -1.0153
C 1.3961 2.1345 -3.8315
C 1.0808 3.2734 5.6378
C -0.2426 3.9912 -0.2600
C 0.2785 -3.9296 2.0878
C 1.7948 1.9257 5.8324
C 4.1116 -5.9438 0.4952
C 4.3025 -4.8031 2.7912
C -0.0602 -2.0179 -5.0809
C -1.7975 -3.2244 -3.7120
C 1.4672 -4.8510 2.0850
H -7.4962 -3.1564 -0.1412
H 1.3944 1.0459 -3.7864
H 5.8864 -3.7714 0.6721
H 3.6656 0.2003 6.8923
H -2.1458 -2.2974 3.6707
H 0.8940 -1.4312 4.7577
H -4.0535 3.8452 -5.5053
H 0.7506 3.7805 0.1541
H 4.0755 -6.8097 1.1441
H -6.1848 0.0954 0.2189
H 1.6080 -0.9644 -1.0684
H -0.8910 -2.8740 -6.7856
H 2.7284 6.7029 -1.2020
H 0.0376 0.8877 6.5007
H -5.3841 0.5652 -5.3874
H 2.2444 5.4174 -0.0010
H -4.0194 0.6165 -0.3577
H 1.5347 0.4374 7.4537
H 1.8181 2.5310 -2.9115
H 5.0507 -0.9004 -6.0143
H 1.1729 8.2635 -0.2124
H 0.1453 -6.5514 1.9694
H 0.3813 6.8250 -2.0465
H -1.2043 7.6981 2.4662
H 1.2702 3.8499 6.5532
H 4.3064 1.1261 4.0491
H 4.5208 -3.4074 -0.3765
H -0.3410 5.6182 2.7727
H 2.8671 0.6973 2.3094
H 3.3597 2.6122 7.2215
H 1.9943 -4.0791 4.0476
H -3.2690 -2.2051 -2.5271
H 4.5509 -0.5368 4.5324
H -2.8857 0.3778 3.9024
H -7.7646 -2.6023 -1.7548
H -0.6694 8.7596 1.2049
H -3.8072 -2.6076 -4.1530
H 2.1949 7.6593 1.1302
H -2.3937 -3.3708 0.8009
H 0.8386 -0.6063 -6.5394
H -2.5279 -4.0664 -5.5265
H -2.0402 -0.2723 -3.9899
H -3.2344 3.7670 2.2708
H 2.0362 -1.6911 -4.6833
H -0.0032 3.2287 5.4870
H 3.6764 2.8869 5.4838
H 3.4311 0.5126 -0.4941
H -5.0529 1.8238 -1.0869
H -1.7882 2.8011 2.3384
H 0.1064 0.1024 -5.0984
H -1.0732 -2.7825 -1.6276
H -0.9361 3.7818 0.5518
H 1.0580 5.1652 -2.2264
H 3.7323 1.3064 -4.8838
H -3.6903 2.7918 -3.3325
H -0.6160 -5.3380 -6.0830
H -3.5281 1.3540 -5.2310
H 4.6279 -2.5949 1.1708
H -5.0143 4.0244 -3.5118
H -0.0292 -3.9502 -2.4602
H 0.2901 -4.7502 -4.6634
H -5.4289 -1.7624 -0.3451
H -3.8684 -3.9869 0.1092
H 1.2832 -5.6712 4.1153
H -1.9890 4.2054 3.4326
H -0.4888 -4.3420 2.7319
H -0.2570 -0.7781 0.4691
H 1.3744 -3.1054 -3.8361
H -1.3328 4.7769 -2.6389
H -4.5671 -0.8764 -5.8620
H 0.7790 -6.0284 0.3623
H -5.0070 -0.6701 -4.1241
H 3.0423 -1.1087 2.4969
H 4.9422 0.7942 -6.5809
H 3.3264 -6.7178 3.2923
H -3.6640 -3.8706 -2.8445
H 2.1895 -3.0636 -0.3173
H 0.9522 -1.4065 -3.3482
H 3.5056 -0.5948 -1.8604
H -3.6529 -3.7722 1.8857
H 1.4805 3.7467 4.7392
H 0.5912 -2.9578 2.4783
H 3.7100 -5.6441 4.5797
H -0.1705 -3.8230 1.0931
H -1.1109 -1.3065 2.6949
H 3.4030 -6.1420 -0.2959
H -2.0889 -5.2913 -4.2213
H -5.3553 2.2236 -3.5702
H 1.0214 4.9150 1.9424
H 2.5124 -2.0530 4.7570
H 2.4349 3.4626 -4.7793
H -1.6684 -4.3698 -2.0227
H 1.4467 -0.4391 2.4149
H -2.5433 6.8109 0.8563
H -4.2053 2.1502 0.4485
H -2.5131 4.8790 -1.3006
H -3.8757 2.2255 3.8220
H 5.0445 1.1173 6.3439
H -1.6836 -0.3124 -0.5484
H -0.8809 -0.6131 -6.5093
H 0.3948 2.5509 -3.9472
H 0.2274 1.5505 3.4558
H -0.5401 -0.2915 -2.1980
H -6.3655 -3.6313 -1.3512
H 4.3336 -3.8147 3.2847
H -1.9518 6.3295 -2.0397
H 1.9292 -1.0174 6.1392
H -1.1946 -1.0471 4.4578
H 0.8367 -3.2913 -6.5985
H -0.6778 0.8894 0.2538
H 5.1236 -5.9351 0.0657
H -3.9870 -1.5784 1.5349
H -0.4313 3.3270 -1.1055
H 0.7274 1.9750 7.6906
H 4.3979 -0.9852 -0.3738
H 5.3345 -5.1518 2.9529
H 1.1737 6.4354 2.9602
H 1.7412 -7.0093 1.5035
H 3.5221 -0.2153 -6.6849
H 0.3902 8.4321 2.6183

- spin multiplicity = 1
- HOMO (eV) = -8.0
- frontier orbital gap (eV) = 8.18


[4]
Density functional theory data (wB97M-V/def2-TZVPD) for one molecule with the formula C5H7F in a non-equilibrium geometry.

Atoms and positions in Å:
F 1.5009 2.2393 1.0204
C 0.0288 0.0634 -0.0188
C -0.6505 -0.7035 1.0694
C -0.4974 1.4315 -0.3809
C 0.5825 1.5387 0.3692
C 0.6406 -0.8197 -1.1043
H 0.0095 -1.2722 1.8537
H 1.5005 -0.4866 -1.6444
H -1.2111 -1.4337 0.6195
H 0.6482 -1.8628 -0.7362
H -1.1951 2.0010 -0.9773
H -1.1554 -0.0256 1.8299
H -0.2016 -0.6699 -1.9003

- structure (SMILES) = CC1(C)C=C1F
- spin multiplicity = 1
- relative energy (zero: lowest compared OMol25 entry of this formula, charge and spin) (kcal/mol) = 72.6
- HOMO (eV) = -9.4
- frontier orbital gap (eV) = 10.32


Q: Among the records above, which one has the lowest frontier orbital gap?
A: C47H120N4O15